{
  "formula": "CH3IN2O3S",
  "method": "wB97M-V/def2-TZVPD",
  "symbols": ["C", "S", "O", "O", "I", "H", "H", "H", "N", "N", "O"],
  "positions_angstrom": [[-1.015, -0.982, 0.628], [0.703, -0.512, 0.106], [1.043, 0.748, 0.716], [0.960, -0.580, -1.275], [2.004, -2.118, 1.319], [-1.003, -1.090, 1.735], [-1.790, -0.327, 0.046], [-1.031, -2.030, 0.384], [-0.684, 1.510, -0.843], [0.027, 2.285, -1.242], [0.786, 3.097, -1.575]],
  "forces_ev_per_a": [[0.3, 0.1, -0.7], [-0.6, 1.7, 2.4], [0.2, -0.6, 0.8], [-0.1, -1.3, -1.8], [0.2, -0.5, 0.1], [-0.2, 1.2, -0.6], [1.6, -1.3, 1.6], [-0.4, -0.4, -0.9], [0.1, 1.9, -1.4], [-2.0, -1.6, 1.2], [1.0, 0.9, -0.6]],
  "lowdin_charge": [-0.21, 0.14, -0.44, -0.37, 0.63, 0.06, 0.09, 0.02, 0.21, -0.27, 0.13],
  "de_lowest_kcal_mol": 10.1,
  "e_tot_ha": -1070.908789,
  "multiplicity": 1,
  "charge": 0
}


{
  "formula": "CH3IO2",
  "method": "wB97M-V/def2-TZVPD",
  "symbols": ["O", "C", "O", "H", "H", "I", "H"],
  "positions_angstrom": [[-0.294, 0.939, 0.080], [-0.583, -0.218, -0.034], [-1.795, -0.724, -0.023], [0.149, -1.028, -0.166], [-2.481, -0.044, 0.095], [3.141, 0.079, -0.025], [1.864, 0.997, 0.073]],
  "forces_ev_per_a": [[-0.1, 0.2, 0.0], [0.8, 0.0, -0.1], [-1.1, -0.4, 0.0], [0.0, 0.1, 0.0], [0.4, 0.1, 0.0], [0.7, -0.4, 0.0], [-0.6, 0.4, 0.0]],
  "lowdin_charge": [0.02, -0.44, 0.10, 0.11, 0.13, 0.45, -0.37],
  "de_lowest_kcal_mol": 0.0,
  "e_tot_ha": -488.076846,
  "multiplicity": 1,
  "charge": 0
}


| no. | Kohn-Sham gap (eV) | strongest force on any atom (eV/Å) |
| --- | --- | --- |
| 1 | 9.408 | 3.01 |
| 2 | 10.490 | 1.18 |